# 1
# C27H25BF3NO14P

A cluster of 4 separate species, C27H25BF3NO14P in total (ωB97M-V with the def2-TZVPD basis set, the Open Molecules 2025 dataset).

Each line ends with the Löwdin charge.
Positions of all 72 atoms, in Å:
C (3.30, -0.66, -4.16)  -0.30
P (2.18, 0.59, -3.38)  0.91
O (0.68, -0.22, -3.38)  -0.36
B (1.97, 2.04, -4.70)  -0.85
O (2.14, 1.53, -6.11)  -0.09
C (3.05, 3.26, -4.48)  -0.13
C (4.22, 3.21, -5.45)  -0.12
C (5.12, 4.41, -5.35)  -0.63
F (4.45, 5.57, -5.45)  0.12
F (5.86, 4.45, -4.23)  0.12
F (6.01, 4.43, -6.39)  0.08
C (0.46, 2.65, -4.56)  -0.16
C (-0.49, 2.50, -5.52)  -0.06
C (-1.75, 3.04, -5.43)  -0.17
N (-2.14, 3.75, -4.38)  0.03
C (-1.23, 3.87, -3.43)  -0.20
C (0.04, 3.36, -3.45)  -0.07
H (3.86, -0.23, -4.99)  0.02
H (4.01, -1.06, -3.44)  0.01
H (2.68, -1.45, -4.58)  0.03
H (0.26, 0.14, -2.59)  -0.04
H (1.73, 0.66, -6.14)  0.05
H (3.47, 3.31, -3.47)  0.09
H (2.55, 4.22, -4.63)  0.10
H (4.85, 2.33, -5.30)  0.13
H (3.91, 3.19, -6.49)  0.12
H (-0.24, 1.94, -6.41)  0.10
H (-2.44, 2.89, -6.25)  0.09
H (-1.52, 4.44, -2.55)  0.09
H (0.70, 3.51, -2.62)  0.11
C (-0.73, -1.49, 2.16)  0.08
C (-1.91, -2.05, 1.89)  -0.23
C (-2.68, -1.71, 0.64)  -0.31
O (-3.74, -2.28, 0.46)  0.09
C (-2.11, -0.74, -0.28)  0.09
C (-0.92, -0.18, -0.01)  -0.22
C (-0.15, -0.53, 1.23)  -0.30
O (0.93, 0.00, 1.41)  0.11
O (-0.36, 0.72, -0.81)  0.08
O (-2.51, -2.93, 2.69)  0.10
H (-0.17, -1.73, 3.06)  0.12
H (-2.68, -0.49, -1.17)  0.14
H (0.50, 0.96, -0.40)  0.12
H (-3.35, -3.17, 2.26)  0.09
C (-6.86, -3.76, 4.22)  0.08
C (-7.72, -3.39, 5.18)  -0.24
C (-8.06, -1.95, 5.41)  -0.32
O (-8.86, -1.69, 6.29)  0.10
C (-7.41, -0.94, 4.59)  0.07
C (-6.55, -1.31, 3.63)  -0.23
C (-6.23, -2.76, 3.38)  -0.29
O (-5.45, -3.01, 2.48)  0.10
O (-5.93, -0.45, 2.84)  0.13
O (-8.32, -4.26, 5.98)  0.11
H (-6.61, -4.80, 4.03)  0.14
H (-7.65, 0.10, 4.78)  0.14
H (-5.38, -0.98, 2.23)  0.11
H (-8.88, -3.72, 6.57)  0.12
C (3.45, -1.17, 3.67)  0.08
C (4.75, -0.93, 3.43)  -0.23
C (5.82, -1.41, 4.37)  -0.32
O (6.98, -1.17, 4.10)  0.11
C (5.42, -2.13, 5.57)  0.07
C (4.12, -2.37, 5.80)  -0.24
C (3.05, -1.91, 4.85)  -0.31
O (1.90, -2.18, 5.12)  0.10
O (3.68, -3.02, 6.87)  0.11
O (5.18, -0.26, 2.37)  0.13
H (2.67, -0.84, 2.99)  0.12
H (6.19, -2.46, 6.25)  0.13
H (2.71, -3.06, 6.79)  0.12
H (6.15, -0.23, 2.44)  0.12

## Properties
Total charge: -1
LUMO energy: -0.0177 hartree
HOMO: -3.99 eV

=====

# 2
# C27H25BrF5N4O3PPrS2

A structure of composition C27H25BrF5N4O3PPrS2 (ωB97M-V with the def2-TZVPD basis set, the Open Molecules 2025 dataset).

Each line ends with the Mulliken spin population.
Positions of all 69 atoms, in Å:
Pr (0.06, -0.47, 0.31)  2.02
C (-3.19, 3.28, 3.60)  0.00
C (-2.44, 2.00, 3.48)  0.00
C (-2.59, 1.04, 4.57)  0.00
C (-2.10, -0.24, 4.49)  0.00
C (-1.19, -0.43, 3.45)  0.00
Br (-0.31, -2.13, 3.20)  0.00
N (-1.05, 0.38, 2.42)  0.00
C (-1.63, 1.66, 2.48)  0.00
H (-4.13, 3.12, 4.15)  0.00
H (-3.47, 3.66, 2.60)  0.00
H (-2.54, 4.06, 4.05)  0.00
H (-3.15, 1.49, 5.48)  0.00
H (-2.33, -0.97, 5.26)  0.00
H (-1.32, 2.29, 1.65)  0.00
C (6.92, -0.99, 0.50)  0.00
C (5.76, -1.31, -0.39)  0.00
O (4.51, -1.15, 0.40)  0.00
P (3.52, 0.12, 0.27)  0.00
S (2.53, 0.34, 1.92)  0.00
S (2.44, -0.10, -1.40)  -0.01
O (4.54, 1.26, -0.09)  0.00
C (4.19, 2.59, -0.55)  0.00
C (4.45, 3.50, 0.60)  0.00
H (7.89, -1.36, 0.15)  0.00
H (6.78, -1.42, 1.54)  0.00
H (7.05, 0.12, 0.64)  0.00
H (5.67, -2.37, -0.72)  0.00
H (5.65, -0.60, -1.20)  0.00
H (3.14, 2.61, -0.83)  0.00
H (4.83, 2.76, -1.44)  0.00
H (3.87, 3.18, 1.50)  0.00
H (4.12, 4.51, 0.36)  0.00
H (5.50, 3.51, 0.87)  0.00
C (-5.53, -0.95, -1.11)  0.08
C (-5.19, -1.19, 0.26)  -0.04
C (-3.82, -1.46, 0.57)  0.08
C (-2.93, -1.73, -0.51)  -0.06
C (-3.37, -1.69, -1.83)  0.06
C (-4.69, -1.27, -2.19)  -0.04
N (-1.62, -2.15, -0.24)  0.31
N (-1.11, -2.90, -1.22)  0.30
C (0.15, -3.34, -1.09)  -0.06
C (0.67, -4.13, -2.21)  0.14
C (2.05, -4.32, -2.23)  -0.04
C (2.82, -3.92, -1.14)  0.14
C (2.17, -3.30, -0.04)  -0.04
N (0.90, -2.92, 0.02)  0.12
H (-6.53, -0.56, -1.23)  0.01
H (-5.98, -1.06, 1.05)  0.00
H (-3.55, -1.63, 1.65)  0.00
H (-2.61, -2.00, -2.56)  0.01
H (-5.03, -1.12, -3.20)  0.00
H (0.05, -4.45, -3.04)  0.00
H (2.45, -4.70, -3.15)  0.00
H (3.91, -3.99, -1.10)  0.01
H (2.69, -3.11, 0.85)  0.00
F (-4.05, 2.24, -4.59)  0.00
C (-3.20, 2.15, -3.59)  0.00
C (-2.45, 0.97, -3.40)  0.00
F (-2.67, -0.05, -4.21)  0.00
C (-1.60, 0.83, -2.32)  0.01
F (-0.70, -0.22, -2.19)  0.01
C (-1.44, 1.85, -1.35)  -0.01
O (-0.70, 1.64, -0.31)  0.00
C (-2.19, 3.02, -1.57)  0.00
F (-2.34, 3.92, -0.56)  0.00
C (-2.94, 3.22, -2.72)  0.00
F (-3.60, 4.41, -2.84)  0.00

## Properties
ΔE to the lowest compared entry with this formula, charge and spin: 0.509 eV
LUMO energy (alpha / beta): -0.0202 / -0.0241 hartree
HOMO (alpha / beta): -6.51 / -7.93 eV
Spin multiplicity: 4

=====

# 3
# C27H25Cl2N8NiS

A structure of composition C27H25Cl2N8NiS (ωB97M-V with the def2-TZVPD basis set, the Open Molecules 2025 dataset).

Each line ends with the Mulliken spin population.
Positions of all 64 atoms, in Å:
Ni (1.78, 0.05, -1.65)  0.42
N (-0.74, 4.70, -0.55)  0.06
C (0.37, 4.05, -1.05)  0.11
N (0.78, 2.90, -0.68)  -0.06
C (0.02, 2.18, 0.24)  0.46
N (-0.20, 0.86, -0.12)  0.17
N (-0.09, -0.90, -2.13)  0.03
C (-0.01, -1.70, 0.30)  0.01
C (0.60, -2.91, -0.26)  0.00
C (0.10, -4.15, 0.20)  0.01
C (0.54, -5.31, -0.38)  0.00
C (1.48, -5.24, -1.42)  0.00
C (1.93, -3.98, -1.78)  0.00
N (1.52, -2.85, -1.21)  0.01
C (-1.11, 2.84, 0.90)  -0.01
C (-1.81, 2.26, 1.95)  0.09
C (-2.90, 2.90, 2.52)  -0.03
C (-3.30, 4.14, 2.06)  0.07
C (-2.59, 4.76, 1.03)  -0.02
C (-1.50, 4.12, 0.47)  0.04
H (-1.04, 5.56, -0.97)  -0.01
H (0.92, 4.60, -1.81)  0.01
H (0.02, -1.58, 1.37)  0.01
H (-0.65, -4.17, 0.98)  0.00
H (0.14, -6.27, -0.06)  0.00
H (1.83, -6.12, -1.93)  0.00
H (2.68, -3.87, -2.55)  0.00
H (-1.50, 1.28, 2.29)  0.01
H (-3.45, 2.42, 3.33)  0.00
H (-4.16, 4.64, 2.49)  0.01
H (-2.90, 5.72, 0.65)  0.00
C (1.92, 0.63, -3.51)  -0.06
H (2.18, -0.25, -4.10)  0.00
H (2.67, 1.40, -3.67)  0.00
H (0.94, 0.99, -3.85)  0.00
C (2.05, 2.19, 2.96)  0.00
C (2.43, 0.92, 2.27)  -0.05
C (2.34, -0.32, 2.83)  0.13
C (2.82, -1.43, 2.06)  0.05
N (3.25, -1.32, 0.84)  -0.05
C (3.21, -0.11, 0.20)  0.37
S (3.97, 0.19, -1.30)  -0.02
N (2.93, 1.02, 1.02)  0.16
C (2.84, -2.81, 2.67)  0.01
H (1.99, 2.03, 4.03)  0.00
H (1.08, 2.53, 2.59)  0.00
H (2.77, 2.97, 2.75)  0.00
H (1.97, -0.44, 3.84)  0.02
H (2.95, 1.91, 0.54)  -0.03
H (2.79, -2.76, 3.76)  0.00
H (3.74, -3.34, 2.36)  0.00
H (1.98, -3.39, 2.31)  0.01
Cl (-3.36, -2.09, -4.74)  0.00
C (-3.36, -1.45, -3.12)  0.01
C (-4.55, -1.19, -2.50)  -0.01
C (-4.60, -0.68, -1.19)  0.02
C (-3.44, -0.42, -0.50)  0.00
C (-2.24, -0.69, -1.13)  0.02
Cl (-0.53, -0.50, -0.76)  0.01
C (-2.11, -1.22, -2.50)  -0.01
N (-0.89, -1.38, -3.12)  0.04
H (-5.47, -1.37, -3.05)  0.00
H (-5.56, -0.48, -0.72)  0.00
H (-3.46, -0.05, 0.52)  0.00

## Properties
Total charge: -1
ΔE to the lowest compared entry with this formula, charge and spin: 16.550 eV
LUMO energy (alpha / beta): 0.0892 / 0.0889 hartree
HOMO (alpha / beta): -2.48 / -3.70 eV
Spin multiplicity: 3

=====

# 4
# C27H25Cl3F4GeI2MnN3

A structure of composition C27H25Cl3F4GeI2MnN3 (ωB97M-V with the def2-TZVPD basis set, the Open Molecules 2025 dataset).

Each line ends with the Mulliken spin population.
Positions of all 66 atoms, in Å:
Mn (0.30, -0.59, 0.19)  4.30
C (-0.49, -2.51, 3.43)  0.00
C (-0.85, -1.02, 3.28)  0.03
N (0.00, -0.18, 2.40)  -0.13
C (1.31, 0.13, 3.07)  0.05
C (2.20, -1.02, 3.51)  0.02
C (-0.72, 1.13, 2.29)  0.01
C (-0.07, 2.03, 1.27)  0.03
N (-0.10, 1.33, -0.02)  -0.01
C (-0.30, 2.11, -1.14)  0.02
C (-1.11, 1.69, -2.20)  0.00
F (-1.74, 0.50, -2.11)  0.00
C (-1.31, 2.44, -3.33)  0.00
F (-2.10, 1.94, -4.30)  0.00
C (-0.74, 3.69, -3.48)  0.01
C (0.06, 4.13, -2.45)  0.00
F (0.66, 5.32, -2.55)  0.00
C (0.28, 3.38, -1.32)  -0.01
F (1.13, 3.85, -0.40)  0.00
H (-0.26, -2.75, 4.47)  0.00
H (0.37, -2.78, 2.83)  0.00
H (-1.32, -3.14, 3.12)  0.00
H (-0.86, -0.53, 4.26)  0.00
H (-1.86, -0.94, 2.89)  0.00
H (1.88, 0.76, 2.39)  -0.01
H (1.08, 0.76, 3.95)  0.00
H (3.14, -0.58, 3.83)  0.00
H (2.42, -1.71, 2.70)  -0.01
H (1.78, -1.57, 4.35)  0.00
H (-0.76, 1.59, 3.28)  -0.01
H (-1.73, 0.92, 1.96)  -0.01
H (0.94, 2.32, 1.57)  -0.01
H (-0.65, 2.95, 1.23)  0.00
H (-0.90, 4.28, -4.37)  0.00
I (-2.33, -1.72, 0.04)  0.03
C (-1.50, -3.62, 0.35)  -0.01
C (-2.33, -4.69, 0.42)  0.00
C (-1.78, -5.98, 0.60)  -0.01
C (-0.43, -6.12, 0.69)  0.01
C (0.44, -5.01, 0.61)  -0.02
C (1.85, -5.18, 0.70)  0.04
C (2.67, -4.10, 0.61)  -0.03
C (2.13, -2.80, 0.46)  -0.09
C (0.78, -2.57, 0.40)  -0.12
C (-0.09, -3.70, 0.45)  -0.07
H (-3.41, -4.57, 0.33)  0.00
H (-2.44, -6.83, 0.66)  0.00
H (0.01, -7.11, 0.83)  0.00
H (2.24, -6.18, 0.82)  0.00
H (3.75, -4.22, 0.65)  0.00
H (2.84, -1.99, 0.38)  -0.01
Cl (4.21, 1.58, 2.36)  0.01
Ge (3.48, 0.67, 0.43)  0.00
Cl (5.13, -0.84, 0.09)  0.00
Cl (4.16, 2.27, -0.98)  0.01
I (2.75, 1.63, -4.84)  0.00
C (1.78, 0.07, -3.86)  -0.01
C (1.30, -1.01, -4.57)  0.01
C (0.62, -2.00, -3.88)  -0.01
C (0.43, -1.87, -2.52)  0.03
N (0.90, -0.82, -1.83)  -0.07
C (1.57, 0.14, -2.49)  0.05
H (1.45, -1.08, -5.64)  0.00
H (0.23, -2.87, -4.39)  0.00
H (-0.09, -2.63, -1.96)  0.00
H (1.94, 0.97, -1.92)  -0.01

## Properties
ΔE to the lowest compared entry with this formula, charge and spin: 0.000 eV
LUMO energy (alpha / beta): -0.0532 / -0.0258 hartree
HOMO (alpha / beta): -7.78 / -7.84 eV
Spin multiplicity: 5

=====

Q: Which largest force on an atom values were calculated for the entries above? A: 1.82; 2.97; 4.16; 0.68, in eV Å⁻¹.